{"formula": "C22H35N6O4Ti", "method": "ωB97M-V/def2-TZVPD", "relative_energy_ev": 0.637, "s2": 2.04, "e_tot_ev": -63625.6595, "homo_ev": [-7.853, -8.777], "multiplicity": 3, "total_charge": 1, "homo_lumo_gap_ev": [5.647, 6.519], "symbols": ["Ti", "C", "C", "N", "C", "C", "N", "C", "C", "N", "C", "C", "N", "C", "C", "C", "C", "C", "C", "C", "N", "H", "H", "H", "H", "H", "H", "H", "H", "H", "H", "H", "H", "H", "H", "H", "H", "H", "H", "H", "H", "H", "H", "H", "O", "C", "O", "C", "N", "C", "C", "C", "H", "H", "H", "H", "H", "H", "H", "H", "H", "C", "O", "C", "O", "H", "H", "H"], "coordinates": [[0.033, 0.373, 0.906], [3.765, -1.351, 2.114], [2.422, -1.053, 1.534], [1.690, 0.012, 1.935], [2.026, 0.819, 3.085], [1.236, 2.134, 3.021], [-0.147, 1.990, 2.483], [-1.224, 1.646, 3.425], [-1.240, 0.159, 3.767], [-1.030, -0.700, 2.583], [-2.171, -1.460, 2.038], [-2.896, -0.685, 0.964], [-1.956, -0.314, -0.142], [-1.531, -1.460, -0.968], [-2.569, -2.011, -1.896], [-0.280, -1.992, -0.748], [0.255, -3.148, -1.413], [1.522, -3.579, -1.098], [2.327, -2.950, -0.137], [1.815, -1.830, 0.512], [0.557, -1.358, 0.153], [3.738, -1.337, 3.206], [4.495, -0.601, 1.794], [4.127, -2.326, 1.802], [3.088, 1.082, 3.120], [1.812, 0.289, 4.025], [1.749, 2.799, 2.327], [1.218, 2.619, 4.002], [-0.393, 2.868, 2.041], [-2.164, 1.923, 2.943], [-1.148, 2.220, 4.355], [-2.180, -0.087, 4.268], [-0.440, -0.055, 4.477], [-0.306, -1.372, 2.810], [-2.877, -1.746, 2.823], [-1.765, -2.373, 1.601], [-3.344, 0.216, 1.375], [-3.695, -1.304, 0.549], [-3.076, -1.216, -2.450], [-3.343, -2.606, -1.394], [-2.111, -2.661, -2.639], [-0.338, -3.686, -2.138], [1.910, -4.455, -1.605], [3.308, -3.335, 0.094], [2.946, 1.359, -0.585], [1.855, 1.484, -1.084], [0.718, 1.705, -0.470], [1.737, 1.328, -2.600], [0.418, 1.809, -3.125], [0.150, 1.096, -4.428], [1.121, -0.096, -4.438], [1.718, -0.135, -3.028], [2.534, 1.880, -3.096], [0.389, 2.821, -3.223], [-0.317, 1.548, -2.442], [0.330, 1.792, -5.243], [-0.898, 0.807, -4.429], [1.897, 0.059, -5.186], [0.604, -1.022, -4.681], [2.710, -0.575, -2.980], [1.068, -0.698, -2.356], [-3.138, 3.029, -0.701], [-2.870, 1.767, -0.064], [-2.262, 0.854, -0.833], [-1.953, 1.075, -1.988], [-3.696, 3.608, 0.027], [-3.726, 2.881, -1.603], [-2.201, 3.525, -0.948]], "forces_ev_per_angstrom": [[0.81, 0.76, 0.19], [0.00, 0.04, -0.04], [0.03, -0.09, 0.12], [-0.22, -0.01, -0.09], [0.01, 0.06, 0.08], [-0.01, 0.03, 0.00], [-0.01, -0.14, 0.03], [-0.03, -0.01, 0.05], [0.01, 0.01, 0.04], [-0.01, -0.05, -0.06], [0.03, -0.07, 0.07], [-0.01, 0.05, -0.03], [-0.13, -0.29, 0.04], [0.00, -0.03, -0.09], [0.00, 0.02, 0.02], [-0.12, -0.02, -0.07], [0.12, -0.05, 0.06], [-0.10, 0.00, -0.05], [0.04, 0.07, 0.09], [-0.06, -0.12, -0.16], [-0.13, -0.06, -0.02], [0.00, -0.01, 0.00], [0.00, 0.00, 0.01], [0.00, 0.00, 0.00], [0.00, -0.02, 0.00], [-0.01, -0.03, -0.02], [0.01, -0.02, -0.01], [0.00, -0.01, 0.00], [0.03, 0.02, 0.02], [0.01, -0.01, -0.02], [-0.01, 0.01, -0.01], [0.00, 0.00, -0.01], [0.00, -0.01, -0.01], [0.03, 0.02, -0.04], [-0.01, 0.01, 0.00], [-0.01, 0.00, 0.00], [0.03, 0.01, 0.00], [-0.01, 0.03, -0.02], [0.00, 0.00, 0.00], [0.00, 0.00, 0.00], [-0.01, -0.01, -0.01], [-0.01, -0.01, 0.00], [0.00, 0.00, 0.00], [0.00, 0.00, 0.00], [-0.08, 0.09, -0.01], [0.10, 0.07, 0.03], [-0.36, -0.28, 0.04], [-0.02, -0.07, 0.04], [0.11, -0.04, -0.04], [0.02, -0.01, -0.01], [0.00, 0.00, 0.00], [-0.01, -0.02, -0.01], [-0.01, 0.02, 0.00], [-0.01, 0.00, 0.01], [-0.01, 0.04, -0.02], [-0.02, 0.00, -0.01], [0.00, 0.00, 0.03], [0.01, 0.01, 0.01], [0.01, 0.00, -0.01], [0.00, 0.00, -0.02], [0.02, 0.01, 0.00], [0.00, -0.01, -0.02], [-0.04, -0.07, -0.10], [0.07, 0.20, -0.06], [-0.05, -0.04, 0.10], [0.01, 0.00, 0.00], [0.00, 0.00, 0.00], [-0.01, 0.01, 0.00]], "lowdin_spin": [1.070, 0.034, 0.236, 0.099, 0.015, 0.006, 0.014, 0.006, 0.002, 0.007, 0.003, 0.006, 0.013, 0.029, 0.002, 0.027, 0.139, 0.026, 0.130, 0.042, 0.007, 0.007, 0.012, 0.000, 0.001, 0.005, 0.001, 0.000, 0.003, 0.001, 0.001, 0.000, 0.000, 0.002, 0.000, 0.000, 0.001, 0.000, 0.000, 0.001, 0.000, 0.009, -0.002, 0.008, 0.001, 0.002, 0.008, 0.000, 0.000, 0.000, 0.000, 0.001, 0.000, 0.000, 0.000, 0.000, 0.000, 0.000, 0.000, 0.000, 0.001, 0.000, 0.014, 0.008, 0.002, 0.000, 0.000, 0.000]}